[1]
Entry from the Open Molecules 2025 dataset: C22H32B3CaF12O18 as an isolated structure at a distorted geometry (ωB97M-V/def2-TZVPD).

Element x y z (Å)
Ca 0.823 -0.207 2.246
B -0.911 0.153 0.266
F -0.746 1.059 1.338
F -1.538 0.734 -0.747
F 0.371 -0.294 0.043
F -1.434 -0.939 0.800
B 0.242 0.745 4.740
F 0.688 1.249 5.941
F 0.591 1.589 3.715
F 0.899 -0.459 4.460
F -1.036 0.490 4.741
B 3.408 0.907 1.693
F 3.840 0.202 0.600
F 3.043 0.125 2.749
F 4.401 1.843 2.008
F 2.202 1.439 1.337
C -0.565 1.725 -3.725
C -2.014 2.182 -3.472
O -2.066 3.420 -4.248
C -1.031 3.509 -5.047
O -0.998 4.413 -5.935
O -0.197 2.486 -4.819
H -0.434 0.674 -3.982
H 0.115 1.786 -2.876
H -2.275 2.292 -2.419
H -2.736 1.490 -3.904
C -1.733 -3.529 -2.201
C -1.708 -2.046 -1.907
O -1.493 -1.609 -3.242
C -2.061 -2.480 -4.142
O -2.211 -2.319 -5.323
O -2.340 -3.601 -3.454
H -2.269 -4.142 -1.477
H -0.711 -3.908 -2.196
H -0.840 -1.783 -1.304
H -2.654 -1.702 -1.491
C 2.153 -4.187 -2.853
C 2.789 -4.324 -1.464
C 3.939 -3.404 -1.224
O 3.618 -2.825 0.033
C 2.349 -2.891 0.239
O 1.782 -2.227 1.049
O 1.805 -3.801 -0.561
H 1.315 -4.856 -3.050
H 2.824 -4.517 -3.647
H 1.828 -3.170 -3.075
H 3.134 -5.325 -1.202
H 4.170 -2.606 -1.929
H 4.842 -4.014 -1.232
C -0.829 -6.243 0.545
C -1.357 -5.467 1.693
C -0.579 -5.802 2.980
O -0.327 -4.544 3.523
C -0.591 -3.555 2.637
O -0.408 -2.313 2.852
O -0.993 -4.120 1.524
H 0.204 -6.037 0.265
H -1.410 -6.047 -0.357
H -0.984 -7.308 0.720
H -2.441 -5.490 1.802
H 0.298 -6.435 2.848
H -1.185 -6.255 3.764
C 0.361 3.323 -0.290
C 1.164 4.578 -0.736
C 2.635 4.184 -0.822
O 2.924 4.404 -2.206
C 1.832 4.751 -2.908
O 1.945 4.883 -4.138
O 0.787 4.924 -2.107
H 0.651 2.942 0.689
H 0.501 2.519 -1.013
H -0.714 3.500 -0.336
H 0.960 5.563 -0.317
H 2.753 3.156 -0.480
H 3.307 4.760 -0.185
C -2.133 2.989 2.594
C -2.722 4.296 2.969
C -2.219 4.915 4.214
O -1.954 6.294 3.917
C -2.190 6.454 2.611
O -1.965 7.409 1.876
O -2.574 5.287 2.008
H -2.056 2.206 3.350
H -1.135 3.066 2.164
H -2.701 2.511 1.796
H -3.790 4.265 3.185
H -1.295 4.423 4.520
H -2.940 4.672 4.995

The value obtained for the total energy is -113283.7411 eV. Its spin multiplicity is 2. For the gap between HOMO and LUMO (alpha / beta), the calculation gives 10.38 / 3.17 eV. Its HOMO energy (alpha / beta) is -10.52 / -10.52 eV.

---

[2]
Entry from the Open Molecules 2025 dataset: C22H32BCaIN2O5S as an isolated structure at a distorted geometry (ωB97M-V/def2-TZVPD).

Element x y z (Å)
C -5.360 2.318 1.784
C -4.655 1.675 0.459
C -4.867 2.565 -0.862
C -3.612 3.478 -1.272
C -2.237 2.671 -1.484
C -2.157 1.859 -2.881
C -1.041 2.403 -3.902
C 0.450 2.470 -3.251
C 1.030 1.024 -2.854
C 2.061 1.022 -1.626
C 1.530 1.742 -0.290
C 1.977 1.044 1.084
C 1.801 -0.542 1.123
C 2.756 -1.527 1.891
C 3.946 -0.857 2.716
C 5.406 -1.123 2.125
O 6.162 -2.077 2.469
O 5.980 -0.210 1.153
C 2.502 -3.107 1.819
B 3.558 -4.101 2.606
O 3.383 -4.547 3.966
O 4.725 -4.615 1.907
C 1.327 -3.752 1.058
C 0.993 -5.308 0.972
C -0.560 -5.584 1.391
O -1.085 -5.171 2.445
I -1.769 -6.735 -0.035
C 0.343 -2.778 0.280
N -0.810 -3.144 -0.528
S -1.563 -1.719 -1.120
N -0.472 -0.631 -0.405
C 0.604 -1.220 0.357
H -6.381 2.795 1.524
H -5.400 1.542 2.629
H -4.621 3.158 2.145
H -5.169 0.665 0.278
H -3.567 1.480 0.745
H -5.752 3.283 -0.635
H -5.136 1.913 -1.774
H -3.846 4.049 -2.252
H -3.413 4.300 -0.485
H -2.022 1.912 -0.645
H -1.391 3.443 -1.458
H -2.025 0.730 -2.706
H -3.191 1.991 -3.392
H -1.036 1.673 -4.802
H -1.377 3.441 -4.267
H 0.523 3.192 -2.369
H 1.120 2.880 -4.104
H 0.140 0.317 -2.743
H 1.623 0.646 -3.777
H 2.983 1.631 -1.977
H 2.423 -0.053 -1.488
H 0.372 1.749 -0.324
H 1.839 2.859 -0.316
H 1.357 1.471 1.961
H 3.092 1.291 1.245
H 3.926 -1.336 3.770
H 3.833 0.268 2.884
H 6.682 0.274 1.665
H 3.328 -5.537 3.889
H 4.908 -3.943 1.206
H 1.622 -5.978 1.649
H 1.091 -5.647 -0.130
Ca -6.879 4.015 2.961

Its charge is +2. The value obtained for the total energy is -74577.7231 eV. For the gap between HOMO and LUMO, the calculation gives 1.33 eV. Its HOMO energy is -11.73 eV.

---

[3]
Entry from the Open Molecules 2025 dataset: C22H32BCl4F10N9NiO4S2 as an isolated structure at a distorted geometry (ωB97M-V/def2-TZVPD).

Element x y z (Å)
Ni 2.316 1.058 -1.030
B 1.928 3.175 -2.540
F 1.004 2.201 -2.260
F 1.796 4.203 -1.689
F 3.118 2.498 -2.284
F 1.920 3.596 -3.817
C 0.872 -2.703 0.309
F 0.352 -2.539 -0.921
F -0.051 -3.348 1.007
F 2.065 -3.421 0.263
S 1.189 -0.929 1.164
O 0.399 -0.820 2.411
O 2.643 -0.868 1.359
N 0.838 0.308 -0.053
S -0.752 0.322 -0.092
O -1.069 0.712 -1.469
O -1.492 -0.817 0.406
C -1.147 1.850 0.989
F -0.341 2.858 0.745
F -2.443 2.219 0.841
F -1.070 1.519 2.282
C 2.191 -2.931 -3.824
C 2.167 -1.605 -3.107
N 2.159 -0.637 -2.508
H 1.561 -2.973 -4.713
H 1.750 -3.601 -3.085
H 3.169 -3.345 -4.070
C -1.148 1.785 -4.641
C -1.523 2.298 -5.927
N -1.921 2.761 -6.884
H -1.731 2.248 -3.845
H -0.079 1.999 -4.610
H -1.221 0.697 -4.658
C -4.593 0.201 -2.706
C -4.520 0.371 -4.157
N -4.435 0.444 -5.327
H -5.056 -0.748 -2.437
H -5.282 0.953 -2.322
H -3.591 0.189 -2.276
C -1.482 2.524 4.852
C -0.167 3.148 4.776
N 0.876 3.627 4.678
H -2.002 2.824 3.942
H -1.977 2.960 5.720
H -1.391 1.438 4.878
C 4.181 -4.171 2.852
C 4.348 -2.981 3.699
N 4.468 -2.032 4.376
H 3.172 -4.005 2.476
H 4.224 -4.987 3.573
H 4.952 -4.171 2.081
C 4.978 0.687 2.566
C 5.747 0.801 3.836
N 6.324 0.978 4.834
H 5.252 1.460 1.848
H 3.917 0.608 2.803
H 5.121 -0.243 2.016
C -4.604 1.221 2.914
C -4.594 0.675 1.527
N -4.584 0.257 0.442
H -5.585 1.045 3.355
H -4.429 2.294 2.981
H -3.804 0.785 3.512
C 4.263 -5.494 -1.025
C 4.606 -4.139 -1.425
N 4.894 -3.066 -1.731
H 5.197 -6.036 -1.177
H 3.431 -5.895 -1.604
H 3.971 -5.595 0.020
Cl -3.523 4.471 -1.824
C -1.831 4.855 -1.218
C -1.407 6.121 -1.946
Cl -1.103 5.726 -3.628
H -1.240 3.962 -1.423
H -1.915 4.999 -0.141
H -0.447 6.427 -1.531
H -2.121 6.942 -2.007
Cl -2.865 -5.289 1.003
C -3.293 -3.566 1.207
C -2.996 -3.073 2.647
Cl -4.395 -3.664 3.680
H -4.329 -3.403 0.912
H -2.732 -2.942 0.510
H -3.085 -1.987 2.619
H -1.993 -3.275 3.022

The value obtained for the total energy is -185588.4172 eV. Its spin multiplicity is 3. For the gap between HOMO and LUMO (alpha / beta), the calculation gives 8.42 / 6.52 eV. Its HOMO energy (alpha / beta) is -10.32 / -10.32 eV.

---

[4]
Entry from the Open Molecules 2025 dataset: C22H32BLiN10S as an isolated structure at a distorted geometry (ωB97M-V/def2-TZVPD).

Element x y z (Å)
Li 0.689 0.718 -1.274
C 2.933 3.470 -0.128
C 2.053 2.542 0.620
C 2.165 2.082 1.944
C 1.040 1.321 2.141
N 0.320 1.333 1.001
N 0.938 2.080 0.082
B -1.120 0.834 0.848
N -1.147 -0.700 0.825
C -0.677 -1.604 1.721
C -1.081 -2.845 1.313
C -1.821 -2.605 0.127
C -2.626 -3.549 -0.675
N -1.829 -1.299 -0.133
N -1.752 1.291 -0.448
C -3.030 1.639 -0.674
C -3.229 1.695 -2.033
C -1.986 1.355 -2.588
C -1.588 1.260 -4.016
N -1.124 1.103 -1.618
N -1.861 1.346 2.081
C -2.320 2.604 2.299
C -2.581 2.730 3.638
C -2.246 1.470 4.192
C -2.292 1.043 5.608
N -1.815 0.671 3.228
H 3.972 3.153 -0.101
H 2.873 4.454 0.334
H 2.597 3.539 -1.160
H 2.942 2.287 2.650
H 0.706 0.794 3.012
H -0.115 -1.309 2.581
H -0.896 -3.787 1.782
H -2.171 -4.535 -0.698
H -2.766 -3.155 -1.678
H -3.615 -3.657 -0.229
H -3.718 1.812 0.128
H -4.132 1.941 -2.552
H -1.825 2.188 -4.530
H -2.128 0.455 -4.511
H -0.516 1.074 -4.091
H -2.395 3.318 1.502
H -2.973 3.579 4.161
H -3.211 1.379 6.080
H -1.461 1.484 6.160
H -2.221 -0.038 5.667
C 0.657 -4.640 -1.472
S 0.604 -2.831 -1.346
C 0.197 -2.402 -3.046
H -0.249 -5.003 -1.947
H 0.732 -5.029 -0.462
H 1.531 -4.941 -2.043
H 0.912 -2.866 -3.717
H 0.257 -1.319 -3.105
H -0.810 -2.732 -3.283
C 3.000 -1.074 0.581
C 3.316 -0.413 -0.705
N 2.449 -0.077 -1.633
C 3.171 0.464 -2.659
C 4.494 0.454 -2.342
N 4.571 -0.112 -1.102
H 1.965 -0.877 0.843
H 3.655 -0.716 1.370
H 3.118 -2.155 0.491
H 2.693 0.796 -3.556
H 5.358 0.804 -2.865
H 5.419 -0.291 -0.591

Its energy above the lowest of the compared OMol25 structures with the same formula, charge and spin is 21.5 kcal/mol. Its charge is +1. The value obtained for the total energy is -49948.9188 eV. Its spin multiplicity is 2. For the gap between HOMO and LUMO (alpha / beta), the calculation gives 8.80 / 4.72 eV. Its HOMO energy (alpha / beta) is -10.87 / -10.87 eV.